No. 1
{
  "formula": "CH5N2O",
  "method": "wB97M-V/def2-TZVPD",
  "symbols": ["O", "H", "N", "C", "N", "H", "H", "H", "H"],
  "positions_angstrom": [[-2.79192, -0.05957, -0.65431], [-2.75800, -1.11789, -0.52751], [0.05355, 0.46144, -0.05253], [1.04065, -0.32442, 0.32226], [2.38556, 0.16604, 0.46886], [-0.16348, 1.43822, 0.42899], [-1.83678, -0.04016, -0.47495], [1.00719, -1.49116, 0.36889], [2.76877, -0.75831, 0.59127]],
  "atomic_forces_ev_per_a": [[-0.191, -4.630, 0.451], [-0.980, 3.388, -0.558], [-2.891, 0.447, 1.639], [4.364, 2.908, -0.387], [-4.261, -2.261, 0.096], [1.775, -2.729, -1.424], [1.439, 1.430, 0.166], [-0.666, 1.702, -0.402], [1.412, -0.255, 0.417]],
  "lowdin_charge": [-0.193, 0.083, -0.121, -0.575, -0.127, 0.052, -0.074, 0.069, -0.114],
  "lumo_ev": 4.5,
  "total_charge": -1,
  "spin_multiplicity": 1,
  "largest_force_ev_per_a": 5.3,
  "total_energy_ha": -225.8089
}

***

No. 2
{
  "formula": "CH5N2O2Si",
  "method": "wB97M-V/def2-TZVPD",
  "symbols": ["O", "N", "C", "N", "O", "Si", "H", "H", "H", "H", "H"],
  "positions_angstrom": [[-1.69658, -0.94952, -2.33209], [-1.31026, -0.60830, -1.18795], [-0.85081, 0.76959, -0.95270], [0.33698, 0.02051, -1.16832], [1.18619, -0.26596, -0.09611], [1.12172, -0.42307, 1.51280], [-0.93794, 1.48829, -1.78749], [-0.77108, 1.32600, 0.04253], [2.25368, -1.41431, 1.84280], [0.92574, 0.86256, 2.21114], [-0.25764, -0.80577, 1.91541]],
  "atomic_forces_ev_per_a": [[-0.131, 0.747, -0.787], [-0.169, -0.501, 2.543], [1.440, 1.396, 0.309], [0.616, -0.408, -2.647], [0.748, -0.063, 0.937], [-1.421, -0.389, -0.501], [-0.425, -0.144, 0.211], [-1.274, -1.093, -0.792], [-0.698, 0.938, 0.160], [1.172, 0.459, 0.382], [0.142, -0.942, 0.185]],
  "lowdin_charge": [-0.278, -0.229, -0.314, -0.127, -0.438, 0.461, 0.080, 0.096, -0.058, -0.107, -0.086],
  "smiles": "[O-]N1CN1O[SiH3]",
  "lumo_ev": 3.7,
  "total_charge": -1,
  "spin_multiplicity": 1,
  "largest_force_ev_per_a": 2.7,
  "total_energy_ha": -590.4079
}

***

No. 3
{
  "formula": "CH5N2O6P3",
  "method": "wB97M-V/def2-TZVPD",
  "symbols": ["N", "C", "O", "P", "P", "N", "O", "H", "H", "H", "H", "H", "O", "P", "O", "O", "O"],
  "positions_angstrom": [[2.82000, 0.59647, 0.61506], [2.82096, -0.33675, -0.16683], [2.92184, -0.99734, -1.46153], [1.28179, -1.17390, -2.10975], [-0.28278, -0.68539, -0.63572], [-1.36961, 0.55885, -1.31357], [-1.30624, -2.05400, -0.36798], [1.18372, -2.56593, -2.50654], [1.05750, -0.31267, -3.25517], [-0.87043, 1.10576, -2.03060], [-1.65811, 1.16964, -0.51402], [-1.48270, -2.07928, 0.60802], [-1.45426, 1.89836, 4.00637], [-1.02236, 1.35833, 2.63332], [-1.50697, 2.31266, 1.52436], [-1.64433, -0.03661, 2.40411], [0.51199, 1.24180, 2.57047]],
  "atomic_forces_ev_per_a": [[0.042, -4.806, -3.549], [1.100, 3.714, 0.370], [0.312, 0.982, 3.733], [-2.255, 0.208, -1.024], [-1.818, 0.137, 1.879], [1.175, -0.794, -0.138], [0.604, 0.658, -0.256], [0.243, 1.147, 0.029], [0.070, -0.928, 0.225], [-0.439, -0.183, 0.491], [0.636, -0.284, -0.242], [0.379, 0.550, -0.805], [0.267, -0.336, -0.003], [-0.287, 0.202, -0.114], [0.154, -0.104, -0.596], [-0.182, -0.541, -0.241], [0.001, 0.377, 0.240]],
  "lowdin_charge": [0.110, -0.453, -0.453, 0.617, 0.652, -0.222, -0.425, -0.077, -0.105, -0.007, 0.001, 0.020, -0.361, -0.179, -0.393, -0.397, -0.328],
  "lumo_ev": 3.7,
  "total_charge": -2,
  "spin_multiplicity": 1,
  "largest_force_ev_per_a": 6.0,
  "total_energy_ha": -1625.9419
}

***

No. 4
{
  "formula": "CH5N2P",
  "method": "wB97M-V/def2-TZVPD",
  "symbols": ["C", "N", "N", "P", "H", "H", "H", "H", "H"],
  "positions_angstrom": [[1.48246, 0.58597, 0.48962], [-1.57182, -0.97416, -0.15869], [1.26782, 1.67664, -0.14682], [-2.00243, -0.08693, -1.44053], [1.07412, -0.44990, 0.32038], [2.02786, 0.50779, 1.43977], [-0.86309, -0.83712, 0.48604], [-2.14673, -1.80409, -0.02076], [0.73181, 1.38180, -0.96901]],
  "atomic_forces_ev_per_a": [[-0.398, -0.259, 0.856], [-2.380, -1.419, -1.272], [0.375, -2.119, 0.347], [0.245, 0.798, -0.583], [0.201, 0.969, -0.894], [0.190, 0.880, -0.239], [1.548, 0.458, 1.345], [0.502, 0.136, 0.508], [-0.283, 0.557, -0.068]],
  "lowdin_charge": [-0.176, -0.429, 0.029, 0.550, 0.044, 0.051, -0.052, 0.006, -0.023],
  "lumo_ev": [-0.5, -0.4],
  "spin_multiplicity": 1,
  "largest_force_ev_per_a": 3.0,
  "total_energy_ha": -491.8578
}